13
Properties=species:S:1:pos:R:3 method="wB97M-V/def2-TZVPD" homo_lumo_gap_ev=6.36 relative_energy_ev=9.354 total_charge=0 e_tot_ev=-20856.5936
C 1.031 -0.525 -0.479
C 0.495 0.949 -0.714
C -0.183 0.045 0.318
C -1.414 -0.620 0.095
C -2.676 -0.751 0.012
H 2.435 -2.139 0.834
H 0.753 -1.259 -1.189
H -0.140 1.188 -1.607
H -0.273 2.630 1.222
H -3.684 -1.189 -0.291
O 1.068 2.104 -0.057
F 0.119 0.377 1.635
S 2.469 -0.812 0.221